P.
14
Properties=species:S:1:pos:R:3 method="wB97M-V/def2-TZVPD" charge=+1 lumo_ev="-7.31 / -7.28" e_homo_ev="-12.50 / -12.64" multiplicity=1
C 0.9669 -1.2720 0.1423
C -0.3554 -1.4747 0.4037
C 1.1849 0.1533 0.0838
C 2.2756 0.8227 -0.4244
C -2.9546 0.9670 -0.2731
N -0.1051 0.6684 0.5059
N -0.9791 -0.3300 0.6253
H 1.7897 -2.0318 0.0209
H -0.7840 -2.5053 0.5956
H 2.3086 1.8924 -0.2740
H 3.1573 0.4348 -0.9261
H -3.9255 0.5775 -0.0845
H -2.2373 0.4343 -0.8922
H -0.3420 1.6633 0.4967

=====

Q.
14
Properties=species:S:1:pos:R:3 method="wB97M-V/def2-TZVPD" charge=+1 lumo_ev=-4.54 e_homo_ev=-12.52 multiplicity=1
C -0.3514 1.5459 -0.3464
C 0.6881 1.0741 0.5354
C -0.9232 2.7485 -0.3262
C -0.9334 0.1764 -0.7412
C 0.1199 -0.3571 0.3547
N -1.4504 3.7752 -0.5377
N 1.2831 -1.1905 -0.1763
H -1.9997 -0.0989 -0.7441
H -0.5277 -0.0891 -1.8284
H -0.2898 -0.8028 1.3141
H -2.0696 4.3828 -0.0492
H 1.9366 -1.3994 0.6343
H 1.8611 -0.6065 -0.7679
H 0.9429 -2.0655 -0.4697

=====

R.
14
Properties=species:S:1:pos:R:3 method="wB97M-V/def2-TZVPD" charge=+1 lumo_ev=-6.48 e_homo_ev=-17.12 multiplicity=1
C 2.0054 -0.5045 0.0183
C 1.0277 1.1115 -0.0180
C 0.0847 -0.1367 0.0613
C -0.7381 -0.1928 -1.2486
C -0.7523 -0.2610 1.2926
N 2.3250 0.8106 -0.0440
N 1.1494 -1.3044 -0.1437
H 0.6090 2.0309 -0.0797
H -1.2114 -1.2976 -1.3525
H 0.0141 0.0085 -2.1041
H -1.5739 0.5826 -1.2752
H -1.6292 -1.0003 1.0585
H -1.0775 0.7304 1.5697
H -0.2329 -0.5769 2.2654

=====

Which is most stable, and by how much? R, by 0.161 eV.

=====

P.
14
Properties=species:S:1:pos:R:3 method="wB97M-V/def2-TZVPD" charge=+1 lumo_ev="-6.86 / -7.09" e_homo_ev="-14.39 / -14.32" multiplicity=1
C 0.9058 2.0117 -1.8948
C 1.3305 1.5489 -0.4769
C 0.3626 -0.3124 1.4694
C -0.0917 -0.3472 0.1918
C -0.9612 -1.4168 -0.4026
N -0.0915 1.2192 -1.8955
N 0.3048 0.7605 -0.5729
H 1.2353 2.7744 -2.6664
H 2.2249 1.5038 0.1641
H 1.1175 0.4635 1.6921
H 0.1415 -1.0538 2.2399
H -0.7492 -2.2774 0.1820
H -0.8308 -1.5717 -1.4325
H -1.9966 -1.2593 -0.1957

=====

Q.
14
Properties=species:S:1:pos:R:3 method="wB97M-V/def2-TZVPD" charge=+1 lumo_ev=-5.10 e_homo_ev=-14.17 multiplicity=1
C -1.0122 -0.9689 -0.6074
C -0.1152 0.1125 -0.8624
C -0.6467 0.4966 0.7085
C 1.3694 -0.0623 -0.5132
C 1.2166 0.1704 0.9518
N -0.6070 1.3411 -0.4032
N -1.6844 -0.4607 0.3692
H -1.2863 -1.8607 -1.1122
H 1.7807 -1.0109 -0.6749
H 1.9109 0.6676 -0.9422
H 1.7100 1.1167 1.3818
H 1.2618 -0.6489 1.7288
H -1.3906 1.8367 -0.9187
H -2.5069 -0.7293 0.8939

=====

Which is most stable, and by how much? P, by 0.810 eV.

=====

P.
14
Properties=species:S:1:pos:R:3 method="wB97M-V/def2-TZVPD" charge=+1 lumo_ev=-6.66 e_homo_ev=-15.30 multiplicity=1
C -1.9830 -0.9811 1.6232
C -0.6879 -0.9653 1.5150
C 0.5235 -0.0394 -0.6630
C -0.0594 -0.3348 0.4354
C 1.5037 0.9992 -0.9028
N -0.3144 2.7499 1.6906
N 0.3330 1.8953 1.4644
H -2.5046 -1.3860 2.4606
H -2.6740 -0.7587 0.7514
H -0.0475 -1.2004 2.3719
H 0.1204 -0.5349 -1.5454
H 2.4414 0.4776 -1.1201
H 1.3487 1.6010 -1.8243
H 1.6421 1.4216 0.1191

=====

Q.
14
Properties=species:S:1:pos:R:3 method="wB97M-V/def2-TZVPD" charge=+1 lumo_ev=-8.09 e_homo_ev=-15.59 multiplicity=1
C 2.2136 1.1167 -1.5985
C 1.3460 2.1045 -1.6467
C 0.3348 1.3437 -0.9429
C -0.4455 -0.4932 1.3031
C -0.0535 -0.9716 -0.0930
N 2.0582 -0.0401 -1.0585
N 0.8247 0.1281 -0.6206
H 1.4365 3.2028 -1.8164
H -0.7209 1.5328 -0.7676
H 0.2820 -0.4890 2.1148
H -0.9909 0.5282 1.4917
H -1.2253 -1.1831 1.5966
H 0.4815 -1.9468 -0.0758
H -0.8440 -1.0530 -0.9609

=====

Which is most stable, and by how much? P, by 2.611 eV.

=====

P.
20
Properties=species:S:1:pos:R:3 method="wB97M-V/def2-TZVPD" lumo_ev=0.53 e_homo_ev=-8.16 multiplicity=1
C -0.7120 -0.6599 -1.8722
C 0.0515 -0.9486 -0.5060
C 1.2992 -1.3551 -0.4571
N 2.4476 -1.6962 -0.5726
C -0.6141 -0.9169 0.9151
C -0.4191 0.4026 1.7255
C -0.9494 1.4509 0.8261
C -0.1690 1.7965 -0.1725
C 1.1034 1.3227 -0.2540
N 2.2399 1.1703 -0.1137
H -1.0840 0.2996 -1.7326
H -1.3862 -1.4459 -2.0140
H -0.0037 -0.6305 -2.7069
H 3.1279 -1.0285 -0.0887
H -0.2428 -1.6745 1.6342
H -1.6636 -0.9991 0.8266
H 0.5484 0.4196 2.0904
H -0.9842 0.3491 2.5907
H -1.9792 1.7572 0.9162
H -0.6104 2.3865 -1.0347

=====

Q.
20
Properties=species:S:1:pos:R:3 method="wB97M-V/def2-TZVPD" lumo_ev=-0.71 e_homo_ev=-9.08 multiplicity=1
H -3.1108 -1.4543 0.8693
N -2.3940 -1.3969 0.1596
C -1.6444 -0.3810 0.1824
C -1.8511 0.8512 1.0455
C -0.6180 -0.2941 -0.8565
C 0.7535 -0.1311 -0.6467
C 1.4740 0.2127 -1.9804
C 1.5495 -0.1255 0.5910
C 1.3152 -0.7482 1.7956
C 2.3092 -0.6463 2.8336
N 3.0701 -0.5470 3.6799
H -2.4391 0.5612 2.0197
H -2.6224 1.3079 0.4779
H -1.0014 1.6107 1.1706
H -1.0202 -0.2800 -1.8469
H 2.2300 1.0025 -1.8821
H 0.7990 0.6202 -2.6623
H 1.7733 -0.7207 -2.4213
H 2.5988 0.1333 0.3240
H 0.4563 -1.3945 2.0405

=====

Which is most stable, and by how much? Q, by 1.016 eV.

=====

P.
14
Properties=species:S:1:pos:R:3 method="wB97M-V/def2-TZVPD" charge=+1 lumo_ev="-3.74 / -3.74" e_homo_ev="-11.51 / -11.51" multiplicity=1
C -1.6055 -0.1084 -0.0135
C -1.5797 1.3013 -0.0556
C 1.0012 -0.9075 0.0341
N -2.1404 -1.1732 -0.0067
N 2.0830 0.1076 -0.1121
H -0.7864 1.7127 -0.5669
H -2.6445 1.4936 -0.2817
H -1.5693 1.6915 1.0226
H 0.8212 -1.2862 1.1358
H 1.2527 -1.6975 -0.6976
H -1.8641 -2.1656 0.3216
H 1.7780 0.5579 -0.9565
H 3.0168 -0.2391 -0.4355
H 2.2369 0.7129 0.6121

=====

Q.
14
Properties=species:S:1:pos:R:3 method="wB97M-V/def2-TZVPD" charge=+1 lumo_ev=-3.67 e_homo_ev=-14.31 multiplicity=1
C -2.3293 0.4737 -0.0110
C -2.1229 -0.7824 0.3529
C 1.7612 -0.4835 0.4308
N 2.8497 -0.3629 -0.2363
N 0.7324 0.4646 -0.0205
H -2.8159 0.7725 -0.8459
H -1.7632 1.2122 0.7036
H -1.4794 -1.0579 1.2376
H -2.5654 -1.6526 -0.1438
H 2.8843 0.1843 -1.1662
H 3.6628 -0.8133 0.0385
H -0.3452 0.0405 0.1093
H 0.7257 0.7701 -1.0859
H 0.8053 1.2348 0.6367

=====

R.
14
Properties=species:S:1:pos:R:3 method="wB97M-V/def2-TZVPD" charge=+1 lumo_ev="-4.32 / -4.72" e_homo_ev="-13.79 / -14.41" multiplicity=1
C 1.5892 -0.0587 0.6015
C 0.5545 0.5327 -0.2402
C -0.9099 0.6505 0.0955
N -1.4633 -0.7469 0.1097
N 1.0115 -0.7552 -0.5606
H 2.6058 0.3010 0.5459
H 1.3240 -0.4819 1.5637
H 0.7618 2.3321 -1.4377
H -1.0421 1.1371 1.0637
H -1.4332 1.2377 -0.6549
H -1.8161 -1.0354 1.0252
H -2.2037 -0.8807 -0.5836
H 1.6103 -0.9298 -1.3564
H -0.5889 -1.3024 -0.1717

=====

Which is most stable, and by how much? Q, by 0.774 eV.

=====

P.
14
Properties=species:S:1:pos:R:3 method="wB97M-V/def2-TZVPD" charge=+1 lumo_ev=-3.37 smiles="C=C[NH2+]CN" e_homo_ev=-14.63 multiplicity=1
C -1.8497 1.2594 0.6753
C -1.1020 0.2478 1.1573
N 0.2547 0.0232 0.5895
C 0.5811 -0.9327 -0.6715
N 1.8037 -0.4650 -1.2836
H -2.9041 1.4360 0.9906
H -1.6207 2.1352 -0.0478
H -1.4674 -0.5507 1.7848
H 0.6073 0.9157 0.1714
H 0.9872 -0.2474 1.4254
H 0.5508 -1.9012 -0.2583
H -0.3519 -0.8664 -1.2797
H 1.8135 -0.3105 -2.3080
H 2.6974 -0.7433 -0.9453

=====

Q.
14
Properties=species:S:1:pos:R:3 method="wB97M-V/def2-TZVPD" charge=+1 lumo_ev=-4.60 smiles="CC/[NH+]=C/N" e_homo_ev=-14.98 multiplicity=1
C 1.4828 1.1221 -1.2451
C 0.2103 1.0172 -0.3718
N -0.1551 -0.3285 -0.0363
C -1.1655 -0.6511 0.7776
N -1.1959 -1.9378 1.2895
H 2.1318 1.9900 -0.8508
H 1.1984 1.1421 -2.2510
H 1.9900 0.1713 -0.9936
H -0.8016 1.5567 -0.5871
H 0.4592 1.5310 0.5373
H 0.5535 -0.9945 -0.2529
H -1.9936 0.0359 1.2435
H -1.0238 -2.7000 0.5914
H -1.6903 -1.9545 2.1491

=====

R.
14
Properties=species:S:1:pos:R:3 method="wB97M-V/def2-TZVPD" charge=+1 lumo_ev="-4.78 / -4.78" e_homo_ev="-13.37 / -13.37" multiplicity=1
C 0.5559 -0.2245 -1.1723
C -0.0113 1.0407 1.3609
C -0.9293 0.1171 0.6280
N 1.0152 -0.7773 -2.3476
N -0.5271 -0.5522 -0.4527
H 1.2768 0.5390 -0.7873
H 0.0888 2.0039 0.9706
H -0.6336 1.2569 2.3583
H 0.9440 0.6551 1.5534
H -1.8822 0.3757 0.7619
H -1.3618 -1.2243 1.8653
H 1.8566 -0.3973 -2.6985
H 0.6909 -1.6346 -2.6817
H -1.0306 -1.3459 -0.7089

=====

Which is most stable, and by how much? Q, by 0.609 eV.

=====

P.
14
Properties=species:S:1:pos:R:3 method="wB97M-V/def2-TZVPD" charge=+1 lumo_ev=-4.41 e_homo_ev=-14.13 multiplicity=1
C -1.1323 0.4888 0.0401
N -1.4738 -0.3482 -1.0957
H -1.1176 -0.0864 0.9519
H -1.2352 1.5647 0.0424
H -1.5487 0.2385 -1.9325
H -2.4476 -0.6487 -0.9120
C 0.9880 0.9913 0.0719
C 0.9181 -0.3973 -0.0857
N 1.1552 -1.2586 0.9561
H 0.9522 1.8526 -0.6208
H 0.9804 1.2540 1.1357
H 0.8029 -0.8529 -1.0542
H 1.6980 -2.0862 0.7497
H 1.4602 -0.7114 1.7531

=====

Q.
14
Properties=species:S:1:pos:R:3 method="wB97M-V/def2-TZVPD" charge=+1 lumo_ev=-3.60 e_homo_ev=-12.75 multiplicity=1
C -0.2445 -0.0352 1.6187
C 0.2788 0.1749 0.2151
N 1.7857 0.0952 0.0938
C -0.3904 0.1551 -0.9539
N -1.6343 -0.3848 -1.1266
H 0.4564 -0.4794 2.3244
H -0.4739 0.9526 1.9986
H -1.1473 -0.6251 1.4899
H 2.0326 -0.8859 -0.0372
H 2.1496 0.7130 -0.6345
H 2.1864 0.3527 0.9961
H -0.1287 0.7990 -1.7938
H -2.2756 -0.4922 -0.3571
H -2.0741 -0.1756 -2.0072

=====

R.
14
Properties=species:S:1:pos:R:3 method="wB97M-V/def2-TZVPD" charge=+1 lumo_ev=-3.64 e_homo_ev=-13.02 multiplicity=1
C -1.4699 -0.0896 0.1903
C -0.0766 0.2189 -0.1995
N 0.2002 1.6820 -0.2167
C 1.0301 -0.5301 -0.0116
N 1.1547 -1.8989 0.1646
H -1.6544 -1.1545 -0.0396
H -2.2183 0.5568 -0.3505
H -1.8849 -0.0309 1.2497
H 1.0856 1.9209 -0.6566
H 0.0610 2.0309 0.7878
H -0.5307 2.1825 -0.7291
H 2.0026 -0.1154 -0.1684
H 0.2880 -2.4051 0.0599
H 2.0126 -2.3673 -0.0803

=====

Which is most stable, and by how much? R, by 0.225 eV.